C57H138N14O9 | ωB97M-V/def2-TZVPD

Each atom is followed by the atoms it is bonded to, with distances in Å.
Cartesian coordinates (Å):
1 O 6.36 -0.60 -3.21  C50 1.246
2 O 5.59 -8.09 0.82  C44 1.256
3 O 6.71 -4.66 6.95  C52 1.254
4 O 4.23 2.28 6.81  C68 1.228
5 O -2.19 4.98 5.92  C66 1.247
6 O -4.98 3.17 -0.45  C45 1.238
7 O -2.29 -1.48 10.57  C61 1.264
8 O 0.31 -1.40 2.14  C26 1.255
9 O -1.19 -8.50 1.97  C28 1.263
10 N -0.03 4.64 5.48  C53 1.461, C66 1.291, H136 1.010
11 N -7.75 -2.54 4.74  C36 1.496, C42 1.433, C65 1.474
12 N -0.21 -6.55 2.76  C28 1.338, C46 1.464, H173 1.010
13 N 3.07 0.33 6.83  C68 1.374, C75 1.460, H139 1.010
14 N 4.20 -7.52 -0.87  C44 1.324, C73 1.483, H138 1.010
15 N -7.00 3.38 -1.32  C45 1.320, C60 1.445, H159 1.010
16 N 0.62 0.62 -9.45  C25 1.495, C72 1.472, C76 1.463
17 N 8.53 3.65 1.15  C30 1.459, C39 1.482, C57 1.468
18 N 6.95 -0.86 -5.40  C50 1.315, C64 1.431, H146 1.010
19 N 6.43 -5.14 4.73  C52 1.365, C56 1.472, H182 1.010
20 N -0.36 6.63 -4.42  C24 1.475, C58 1.461, C59 1.513
21 N -3.77 -1.46 8.81  C37 1.473, C61 1.340, H140 1.010
22 N -6.13 -0.18 -5.91  C63 1.475, C77 1.470, C78 1.488
23 N -1.35 0.10 1.89  C26 1.301, C70 1.424, H103 1.010
24 C -0.02 5.22 -4.13  N20 1.475, C41 1.570, H118 1.090, H172 1.090
25 C 1.57 1.37 -10.33  N16 1.495, C43 1.535, H185 1.090, H206 1.090
26 C -0.32 -0.56 1.45  O8 1.255, N23 1.301, C71 1.490
27 C -6.36 -4.57 4.53  C42 1.534, H87 1.090, H91 1.090, H116 1.090
28 C -0.94 -7.26 1.90  O9 1.263, N12 1.338, C47 1.506
29 C 4.95 -9.89 -0.66  C44 1.549, H133 1.090, H166 1.090, H186 1.090
30 C 7.09 3.58 1.40  N17 1.459, C32 1.527, H123 1.090, H202 1.090
31 C -1.74 7.14 -2.44  C59 1.526, H144 1.090, H156 1.090, H165 1.090
32 C 6.31 4.80 0.91  C30 1.527, H130 1.090, H167 1.090, H199 1.090
33 C -0.96 6.37 -6.86  C58 1.535, H155 1.090, H205 1.090, H217 1.090
34 C -5.03 -0.98 -3.78  C78 1.535, H109 1.090, H149 1.090, H208 1.090
35 C -8.87 -2.77 2.42  C65 1.568, H113 1.090, H157 1.090, H210 1.090
36 C -8.90 -1.85 5.40  N11 1.496, C51 1.581, H85 1.090, H143 1.090
37 C -4.31 -0.12 9.11  N21 1.473, H107 1.090, H129 1.090, H168 1.090
38 C 8.97 4.93 3.28  C57 1.529, H106 1.090, H145 1.090, H188 1.090
39 C 9.24 2.38 1.43  N17 1.482, C79 1.542, H192 1.090, H195 1.090
40 C -7.44 -1.89 -7.24  C63 1.517, H102 1.090, H125 1.090, H160 1.090
41 C 1.53 4.96 -4.17  C24 1.570, H132 1.090, H179 1.090, H212 1.090
42 C -7.63 -3.92 5.10  N11 1.433, C27 1.534, H108 1.090, H175 1.090
43 C 2.74 2.10 -9.66  C25 1.535, H163 1.090, H164 1.090, H184 1.090
44 C 4.93 -8.41 -0.20  O2 1.256, N14 1.324, C29 1.549
45 C -6.13 3.61 -0.35  O6 1.238, N15 1.320, C55 1.527
46 C 0.60 -7.21 3.78  N12 1.464, H98 1.090, H151 1.090, H178 1.090
47 C -1.48 -6.58 0.67  C28 1.506, H170 1.090, H177 1.090, H209 1.090
48 C 6.82 -6.98 6.35  C52 1.516, H101 1.090, H117 1.090, H121 1.090
49 C -2.44 -3.56 9.25  C61 1.610, H153 1.090, H161 1.090, H216 1.090
50 C 6.85 -0.19 -4.28  O1 1.246, N18 1.315, C54 1.521
51 C -8.83 -0.28 5.22  C36 1.581, H110 1.090, H131 1.090, H215 1.090
52 C 6.63 -5.51 6.03  O3 1.254, N19 1.365, C48 1.516
53 C -0.06 4.81 4.02  N10 1.461, H96 1.090, H122 1.090, H126 1.090
54 C 7.28 1.27 -4.38  C50 1.521, H141 1.090, H203 1.090, H204 1.090
55 C -6.61 4.27 0.94  C45 1.527, H115 1.090, H171 1.090, H200 1.090
56 C 6.31 -3.75 4.28  N19 1.472, H92 1.090, H105 1.090, H158 1.090
57 C 9.14 4.84 1.76  N17 1.468, C38 1.529, H100 1.090, H162 1.090
58 C -0.08 7.03 -5.79  N20 1.461, C33 1.535, H127 1.090, H148 1.090
59 C -1.76 6.98 -3.95  N20 1.513, C31 1.526, H89 1.090, H104 1.090
60 C -8.44 3.43 -1.30  N15 1.445, H81 1.090, H189 1.090, H218 1.090
61 C -2.87 -2.05 9.60  O7 1.264, N21 1.340, C49 1.610
62 C -6.15 2.21 -6.50  C77 1.532, H99 1.090, H196 1.090, H214 1.090
63 C -6.65 -0.59 -7.23  N22 1.475, C40 1.517, H119 1.090, H198 1.090
64 C 6.62 -2.23 -5.68  N18 1.431, H84 1.090, H137 1.090, H187 1.090
65 C -7.65 -2.30 3.29  N11 1.474, C35 1.568, H93 1.090, H128 1.090
66 C -1.04 4.68 6.28  O5 1.247, N10 1.291, C67 1.533
67 C -0.61 4.21 7.68  C66 1.533, H97 1.090, H114 1.090, H181 1.090
68 C 4.14 1.11 7.18  O4 1.228, N13 1.374, C74 1.529
69 C 0.95 -0.73 -7.45  C72 1.499, H88 1.090, H112 1.090, H213 1.090
70 C -2.01 -0.02 3.15  N23 1.424, H94 1.090, H152 1.090, H183 1.090
71 C 0.19 -0.24 0.09  C26 1.490, H82 1.090, H150 1.090, H190 1.090
72 C 1.39 -0.48 -8.86  N16 1.472, C69 1.499, H193 1.090, H211 1.090
73 C 4.00 -6.09 -0.56  N14 1.483, H95 1.090, H142 1.090, H147 1.090
74 C 5.16 0.61 8.21  C68 1.529, H90 1.090, H124 1.090, H201 1.090
75 C 2.78 -1.00 7.35  N13 1.460, H120 1.090, H180 1.090, H207 1.090
76 C -0.55 0.03 -10.12  N16 1.463, C80 1.547, H176 1.090, H191 1.090
77 C -5.28 1.01 -6.11  N22 1.470, C62 1.532, H86 1.090, H154 1.090
78 C -5.48 -1.32 -5.21  N22 1.488, C34 1.535, H134 1.090, H135 1.090
79 C 10.70 2.32 0.92  C39 1.542, H83 1.090, H174 1.090, H197 1.090
80 C -1.48 1.14 -10.66  C76 1.547, H111 1.090, H169 1.090, H194 1.090
81 H -8.86 4.42 -1.51  C60 1.090
82 H -0.11 0.77 -0.21  C71 1.090
83 H 10.65 2.27 -0.17  C79 1.090
84 H 7.57 -2.72 -5.85  C64 1.090
85 H -8.78 -2.11 6.45  C36 1.090
86 H -4.82 1.33 -5.18  C77 1.090
87 H -6.54 -4.86 3.50  C27 1.090
88 H 0.00 -1.26 -7.41  C69 1.090
89 H -2.18 7.81 -4.51  C59 1.090
90 H 5.59 -0.33 7.86  C74 1.090
91 H -5.49 -3.91 4.54  C27 1.090
92 H 6.89 -3.08 4.91  C56 1.090
93 H -7.57 -1.21 3.26  C65 1.090
94 H -2.45 -1.02 3.26  C70 1.090
95 H 4.78 -5.43 -0.94  C73 1.090
96 H -1.07 4.80 3.60  C53 1.090
97 H 0.42 4.50 7.90  C67 1.090
98 H 0.77 -6.46 4.55  C46 1.090
99 H -7.18 2.03 -6.20  C62 1.090
100 H 8.68 5.73 1.32  C57 1.090
101 H 7.77 -7.07 6.86  C48 1.090
102 H -6.94 -2.84 -7.12  C40 1.090
103 H -1.80 0.69 1.21  N23 1.010
104 H -2.43 6.13 -4.12  C59 1.090
105 H 6.70 -3.65 3.26  C56 1.090
106 H 8.07 4.50 3.70  C38 1.090
107 H -3.94 0.59 8.37  C37 1.090
108 H -7.68 -3.96 6.19  C42 1.090
109 H -4.73 -1.86 -3.22  C34 1.090
110 H -7.82 0.13 5.21  C51 1.090
111 H -0.96 1.76 -11.38  C80 1.090
112 H 0.78 0.23 -6.96  C69 1.090
113 H -9.10 -3.80 2.71  C35 1.090
114 H -1.25 4.68 8.43  C67 1.090
115 H -5.76 4.79 1.40  C55 1.090
116 H -6.01 -5.44 5.08  C27 1.090
117 H 6.80 -7.58 5.44  C48 1.090
118 H -0.25 4.98 -3.09  C24 1.090
119 H -7.28 0.17 -7.67  C63 1.090
120 H 3.37 -1.80 6.91  C75 1.090
121 H 6.07 -7.32 7.06  C48 1.090
122 H 0.44 5.76 3.82  C53 1.090
123 H 6.73 2.69 0.87  C30 1.090
124 H 4.61 0.55 9.15  C74 1.090
125 H -8.10 -1.74 -6.38  C40 1.090
126 H 0.50 3.97 3.61  C53 1.090
127 H 0.97 6.88 -6.04  C58 1.090
128 H -6.69 -2.67 2.94  C65 1.090
129 H -5.40 -0.09 9.15  C37 1.090
130 H 6.36 5.57 1.68  C32 1.090
131 H -9.28 0.04 4.29  C51 1.090
132 H 1.78 4.06 -3.61  C41 1.090
133 H 4.06 -10.23 -1.19  C29 1.090
134 H -6.19 -2.12 -5.02  C78 1.090
135 H -4.71 -1.74 -5.87  C78 1.090
136 H 0.89 4.50 5.88  N10 1.010
137 H 6.05 -2.64 -4.85  C64 1.090
138 H 3.72 -7.85 -1.69  N14 1.010
139 H 2.48 0.71 6.10  N13 1.010
140 H -4.10 -1.89 7.95  N21 1.010
141 H 7.17 1.56 -5.42  C54 1.090
142 H 3.04 -5.67 -0.89  C73 1.090
143 H -9.82 -2.29 5.01  C36 1.090
144 H -2.76 7.34 -2.11  C31 1.090
145 H 9.78 4.38 3.75  C38 1.090
146 H 7.34 -0.33 -6.17  N18 1.010
147 H 3.97 -5.95 0.52  C73 1.090
148 H -0.17 8.11 -5.84  C58 1.090
149 H -4.22 -0.25 -3.76  C34 1.090
150 H 1.28 -0.24 0.17  C71 1.090
151 H 0.23 -8.13 4.24  C46 1.090
152 H -1.31 0.16 3.96  C70 1.090
153 H -1.44 -3.52 8.83  C49 1.090
154 H -4.44 0.92 -6.80  C77 1.090
155 H -0.74 5.30 -6.95  C33 1.090
156 H -1.38 6.24 -1.95  C31 1.090
157 H -8.69 -2.68 1.35  C35 1.090
158 H 5.27 -3.45 4.14  C56 1.090
159 H -6.64 2.90 -2.13  N15 1.010
160 H -8.13 -1.92 -8.09  C40 1.090
161 H -3.07 -3.94 8.44  C49 1.090
162 H 10.17 4.92 1.44  C57 1.090
163 H 3.22 2.69 -10.43  C43 1.090
164 H 3.50 1.50 -9.16  C43 1.090
165 H -1.12 7.96 -2.06  C31 1.090
166 H 5.06 -10.50 0.23  C29 1.090
167 H 6.78 5.29 0.06  C32 1.090
168 H -4.11 0.24 10.12  C37 1.090
169 H -1.91 1.86 -9.96  C80 1.090
170 H -0.98 -5.62 0.49  C47 1.090
171 H -7.29 5.10 0.75  C55 1.090
172 H -0.58 4.47 -4.68  C24 1.090
173 H -0.03 -5.58 2.54  N12 1.010
174 H 11.37 3.09 1.31  C79 1.090
175 H -8.48 -4.51 4.76  C42 1.090
176 H -0.22 -0.56 -10.97  C76 1.090
177 H -2.55 -6.44 0.82  C47 1.090
178 H 1.59 -7.46 3.39  C46 1.090
179 H 2.08 5.79 -3.74  C41 1.090
180 H 1.76 -1.25 7.03  C75 1.090
181 H -0.70 3.13 7.79  C67 1.090
182 H 6.21 -5.89 4.08  N19 1.010
183 H -2.70 0.81 3.29  C70 1.090
184 H 2.41 2.81 -8.91  C43 1.090
185 H 0.99 2.12 -10.87  C25 1.090
186 H 5.89 -9.98 -1.21  C29 1.090
187 H 6.08 -2.34 -6.62  C64 1.090
188 H 9.06 5.96 3.63  C38 1.090
189 H -8.79 3.15 -0.31  C60 1.090
190 H -0.15 -0.96 -0.65  C71 1.090
191 H -1.19 -0.59 -9.50  C76 1.090
192 H 9.35 2.25 2.50  C39 1.090
193 H 1.44 -1.40 -9.45  C72 1.090
194 H -2.31 0.66 -11.20  C80 1.090
195 H 8.79 1.50 0.99  C39 1.090
196 H -5.83 3.11 -5.98  C62 1.090
197 H 11.15 1.37 1.23  C79 1.090
198 H -5.90 -0.82 -7.99  C63 1.090
199 H 5.25 4.59 0.76  C32 1.090
200 H -7.12 3.58 1.61  C55 1.090
201 H 5.97 1.34 8.30  C74 1.090
202 H 6.92 3.35 2.45  C30 1.090
203 H 6.66 1.77 -3.64  C54 1.090
204 H 8.33 1.37 -4.10  C54 1.090
205 H -2.02 6.53 -6.69  C33 1.090
206 H 2.00 0.70 -11.07  C25 1.090
207 H 2.89 -1.04 8.44  C75 1.090
208 H -5.88 -0.59 -3.21  C34 1.090
209 H -1.32 -7.25 -0.18  C47 1.090
210 H -9.72 -2.15 2.69  C35 1.090
211 H 2.46 -0.24 -8.82  C72 1.090
212 H 1.77 4.82 -5.23  C41 1.090
213 H 1.69 -1.27 -6.86  C69 1.090
214 H -6.10 2.37 -7.58  C62 1.090
215 H -9.44 0.16 6.00  C51 1.090
216 H -2.51 -4.22 10.12  C49 1.090
217 H -0.82 6.81 -7.85  C33 1.090
218 H -8.87 2.75 -2.04  C60 1.090

## Properties
- DFT total energy (a.u.) = -3698.25321
- maximum force (Eh/bohr) = 0.085
- LUMO (Eh) = -0.003
- energy relative to the best compared isomer or geometry (same formula, charge and spin) (kcal/mol) = 37.6

Atomic partial charges in e from the Mulliken method, atoms 1 to 4: atom 1 (O): -0.69, atom 2 (O): -0.65, atom 3 (O): -0.65, atom 4 (O): -0.66